83
Properties=species:S:1:pos:R:3 method="wB97M-V/def2-TZVPD" spin_multiplicity=3 homo_lumo_gap_ev="7.953 / 6.950" e_lumo_ha="0.0232 / -0.0137" e_above_lowest_kcal_mol=104.2
C -0.5232 -0.1770 -1.5615
C 0.5927 0.3367 -2.6723
P 0.1944 2.1164 -3.3418
C 0.7093 3.2757 -1.9153
N -1.5509 2.1694 -3.6925
C -2.1096 3.5727 -3.7331
C -2.5990 4.1751 -2.2901
O -3.9972 3.8003 -2.0282
C -4.0207 2.6163 -1.1322
H -0.5745 0.5314 -0.6027
H -1.6060 -0.3312 -2.0400
H -0.1786 -1.2613 -1.2311
H 1.6366 0.3934 -2.0962
H 0.7409 -0.4527 -3.5237
H 0.3228 2.8823 -0.8613
H 1.8943 3.3044 -1.8422
H 0.3312 4.3875 -2.0212
H -2.1143 1.5156 -3.1070
H -3.0811 3.5422 -4.4264
H -1.3570 4.3039 -4.2997
H -1.9661 3.8398 -1.3653
H -2.5113 5.3611 -2.3656
H -4.9165 1.9372 -1.4729
H -4.1054 2.9620 0.0067
H -3.0528 1.9572 -1.1903
C 0.0392 -7.4682 -0.5295
C -0.1973 -5.9361 -0.6509
C -1.6197 -5.5740 -0.1427
C -2.7346 -5.9689 -1.1085
C -2.4637 -5.4279 -2.5073
C -1.0615 -5.8042 -3.0468
N 0.0371 -5.5035 -2.0713
O 0.2355 -4.1121 -2.0671
C -1.0436 -7.3100 -3.4243
C -0.8523 -5.0861 -4.4209
C 0.8404 -5.3201 0.3479
H 0.5099 -7.7426 0.4197
H -0.8908 -8.0466 -0.5756
H 0.7136 -7.8384 -1.3120
H -1.6883 -4.4934 0.0346
H -1.8051 -6.0517 0.8299
H -2.8479 -7.0578 -1.1370
H -3.6885 -5.5774 -0.7419
H -3.2433 -5.7922 -3.1871
H -2.5772 -4.3324 -2.4824
H -0.0405 -7.6265 -3.7302
H -1.7164 -7.5124 -4.2663
H -1.3783 -7.9648 -2.6213
H -0.9612 -3.9986 -4.3538
H -1.5922 -5.4225 -5.1589
H 0.1414 -5.3065 -4.8340
H 1.8673 -5.5468 0.0388
H 0.6985 -5.7272 1.3565
H 0.7403 -4.2332 0.4452
C 4.0930 3.7807 4.3450
C 3.2697 4.2977 3.1314
C 2.7130 5.7166 3.4302
C 1.5427 5.7219 4.4110
C 0.4529 4.7532 3.9674
C 0.9811 3.3232 3.6943
N 2.1865 3.3087 2.8023
O 1.7515 3.5716 1.4920
C 1.3069 2.6293 5.0444
C -0.1946 2.4638 3.1223
C 4.3345 4.4304 1.9901
H 5.1582 4.0154 4.2556
H 3.7723 4.2228 5.2954
H 4.0376 2.6886 4.4379
H 2.3797 6.1901 2.4982
H 3.5124 6.3592 3.8259
H 1.8879 5.4705 5.4194
H 1.1298 6.7331 4.4785
H -0.3340 4.7289 4.7310
H -0.0230 5.1596 3.0609
H 1.7620 1.6464 4.8812
H 0.3962 2.4691 5.6340
H 1.9688 3.2102 5.6845
H -0.6338 2.8930 2.2158
H -1.0132 2.3811 3.8492
H 0.1389 1.4428 2.8917
H 4.7651 3.4546 1.7376
H 5.1565 5.0874 2.2995
H 3.9225 4.8736 1.0765

87
Properties=species:S:1:pos:R:3 method="wB97M-V/def2-TZVPD" homo_lumo_gap_ev=6.686 e_lumo_ha=-0.0883 e_above_lowest_kcal_mol=32.9
C -4.9749 26.9876 30.8533
C -3.3850 27.1862 31.1049
O -2.8173 27.7816 30.1999
N -2.7210 26.8312 32.3195
H -3.5664 26.7625 32.9011
H -2.3776 25.8748 32.2717
C -1.5598 27.4959 32.7703
H -5.3463 27.6195 31.7805
H -5.2920 26.0816 31.1579
H -5.1819 27.4502 29.9232
H -0.9265 27.5270 32.1028
H -1.0411 27.0645 33.5932
H -1.9235 28.4765 32.7839
O -2.5148 24.2005 32.5954
H -1.9660 23.6117 32.0650
C -6.7105 25.8313 35.2040
C -6.1149 24.6508 34.3327
C -7.0460 24.3797 33.1136
O -4.8485 25.2650 33.8588
H -7.8927 25.7017 35.3773
H -6.6425 26.6516 34.4323
H -6.3427 26.0026 36.1148
H -6.0075 23.8470 34.9554
H -6.7713 23.5228 32.6492
H -7.3602 25.1235 32.4454
H -7.8641 23.9717 33.6353
H -4.4625 24.6269 33.4945
C -1.6758 19.5805 34.1568
C -2.4356 20.8105 33.3793
C -3.9759 20.8494 33.4473
O -1.9014 21.9789 33.9135
H -0.6257 19.7714 34.0574
H -1.9003 18.6815 33.6155
H -1.7975 19.3332 35.2369
H -2.1913 20.7777 32.4128
H -4.5022 21.3854 32.7844
H -4.5177 20.9954 34.4647
H -4.2626 19.8969 33.3280
H -2.2297 22.7161 33.6031
C 0.8696 25.4114 30.1251
C 2.2041 25.6219 30.9394
C 3.4218 25.9256 30.2148
O 2.1874 26.6829 31.9051
H 0.7712 26.3573 29.6468
H 0.0638 25.3258 30.8703
H 1.0214 24.5966 29.5318
H 2.2986 24.7977 31.5176
H 3.3014 26.5870 29.4024
H 3.8277 25.0274 29.6474
H 4.3403 26.0154 30.8674
H 2.0238 26.4634 32.8215
C -4.0821 21.8712 29.1594
C -3.5115 23.1384 29.5562
C -3.4431 24.1643 28.3354
O -4.3376 23.8119 30.5450
H -3.9374 21.1937 29.9437
H -3.4670 21.4614 28.3508
H -5.0416 21.9971 28.6053
H -2.5405 22.9213 29.9467
H -4.5632 24.4726 28.0724
H -3.1732 23.5309 27.4423
H -2.9217 24.9490 28.4030
H -3.7924 24.2677 31.3050
C -0.8504 23.8786 37.1482
C -1.7445 24.5592 36.1665
C -2.3586 25.9215 36.5377
O -1.1249 24.6054 34.9091
H 0.0114 24.4797 37.4215
H -0.4015 22.8170 36.7147
H -1.5700 23.7558 38.0186
H -2.6180 23.8426 36.0782
H -1.7265 26.6237 36.4628
H -2.8109 25.9894 37.4654
H -3.1702 26.2792 36.0563
H -1.5666 23.8853 34.3141
C 2.6596 22.6015 33.6884
C 1.3417 22.7967 32.8187
C 1.3095 22.1842 31.4238
O 0.3004 22.2979 30.6510
C 2.5218 21.4892 31.0031
C 3.7310 21.3989 31.8045
C 3.7655 21.8439 33.1910
O 4.8040 21.7404 33.8777
H 2.6634 23.1859 34.7368
H 0.5557 23.4455 33.3595
H 2.4012 21.2605 30.0240
H 4.4446 20.7140 31.3116

98
Properties=species:S:1:pos:R:3 method="wB97M-V/def2-TZVPD" homo_lumo_gap_ev=4.318 e_lumo_ha=0.0627 charge=-1
C -0.4619 17.3757 -4.8883
C -0.2077 16.3458 -5.9765
C -1.5392 15.8688 -6.5578
O 0.7528 16.7118 -6.8644
H -1.0838 16.8989 -4.1078
H -1.0422 18.2177 -5.2909
H 0.3975 17.7292 -4.3216
H 0.1461 15.4708 -5.3620
H -2.1891 15.4283 -5.7820
H -1.4008 15.0794 -7.3001
H -2.1446 16.7018 -6.9378
O 1.6181 20.1079 -5.4414
S 1.3528 20.6351 -4.1299
O 1.6685 19.8274 -2.9617
O 2.1256 22.0695 -3.9880
C 2.0910 22.6708 -2.6996
C 2.2201 24.1718 -2.9052
C -0.3751 21.1253 -4.0340
H 2.8441 22.2700 -2.0205
H 1.1417 22.4835 -2.1847
H 1.3588 24.6349 -3.3842
H 3.0441 24.3681 -3.5969
H 2.4642 24.6576 -1.9599
H -0.6715 21.3413 -3.0145
H -0.9555 20.3601 -4.5332
H -0.4328 22.0127 -4.6660
O -2.1950 20.6224 -6.7969
S -1.8374 20.7253 -8.1893
O -0.5454 20.3185 -8.6496
O -2.9711 19.8972 -9.0369
C -4.3483 20.0068 -8.6079
C -4.7913 18.6189 -8.1974
C -2.2699 22.3646 -8.8200
H -4.9100 20.3369 -9.4831
H -4.4722 20.6987 -7.7747
H -4.4937 17.8708 -8.9283
H -5.8800 18.5948 -8.0793
H -4.3838 18.3721 -7.2172
H -3.1134 22.7171 -8.2296
H -2.5118 22.1973 -9.8628
H -1.4276 23.0315 -8.6555
O 1.3361 16.7370 -10.2127
S 0.4342 15.7257 -10.6955
O 0.4452 15.3317 -12.0767
O 0.6341 14.3657 -9.8287
C -0.0947 13.2052 -10.1908
C -1.0775 12.8349 -9.0718
C -1.2402 16.1651 -10.2056
H 0.6072 12.3833 -10.3528
H -0.6217 13.3336 -11.1399
H -1.4494 11.8269 -9.2646
H -1.9102 13.5375 -9.0722
H -0.5949 12.8662 -8.0973
H -1.4702 17.0754 -10.7550
H -1.2326 16.3569 -9.1330
H -1.8747 15.3322 -10.5012
O 5.0796 13.8888 -7.6689
S 3.8573 14.4522 -8.1812
O 3.7836 15.8715 -8.3946
O 3.4798 13.6106 -9.5405
C 4.1513 14.0787 -10.7208
C 3.5232 13.3278 -11.8743
C 2.4420 13.8708 -7.2171
H 5.1865 13.7308 -10.6331
H 4.0846 15.1597 -10.8360
H 2.4360 13.4317 -11.8439
H 3.7325 12.2586 -11.7981
H 3.8276 13.6618 -12.8667
H 1.5884 14.4275 -7.6066
H 2.6221 14.1347 -6.1805
H 2.3269 12.8079 -7.4169
O -3.7827 23.1701 -4.7395
S -4.4407 21.9593 -4.3005
O -5.2580 21.1549 -5.1674
O -3.3201 21.0000 -3.6197
C -3.5699 19.5951 -3.6436
C -2.6550 18.9048 -2.6121
C -5.3233 22.2985 -2.7752
H -3.4137 19.1178 -4.6109
H -4.5992 19.3897 -3.3318
H -2.7766 19.4326 -1.6634
H -1.6264 19.0428 -2.9307
H -2.9305 17.8579 -2.5500
H -6.3182 22.6849 -2.9683
H -4.6602 23.0065 -2.2827
H -5.3545 21.3583 -2.2320
C -6.0152 14.4059 -6.4165
C -5.5795 15.0257 -7.5748
C -6.4132 15.1618 -8.6804
C -7.7222 14.7281 -8.6429
C -8.1766 14.0758 -7.4980
C -7.3312 13.9301 -6.4038
H -5.3777 14.3564 -5.5462
H -4.5605 15.3735 -7.7036
H -6.0862 15.7267 -9.5461
H -8.3929 14.8992 -9.4749
H -9.1806 13.6715 -7.4939
H -7.7072 13.4984 -5.4833

106
Properties=species:S:1:pos:R:3 method="wB97M-V/def2-TZVPD" homo_lumo_gap_ev=7.471 e_lumo_ha=-0.1588 charge=+1
C 3.4998 5.2142 2.9408
C 1.9128 5.6740 3.1437
O 1.1162 4.4383 3.1975
B 0.1080 4.3701 2.1216
O 0.3677 4.8086 0.7046
C -1.3960 3.7459 2.4053
C -2.8538 4.4557 1.9992
P -3.2031 6.1279 1.1220
O -3.5823 5.9505 -0.4275
O -1.8100 7.2294 1.1523
O -4.5089 7.0520 1.8946
N -3.9543 3.5328 2.4951
C -5.4627 3.6427 2.4637
C -6.1814 2.9445 1.1617
C -7.7168 2.5118 1.6532
Cl -6.3988 4.2205 -0.1757
C -3.2251 2.3611 3.1461
N -1.7007 2.4450 3.1146
C -0.8205 1.3899 3.7473
C 0.3858 0.8240 2.7920
O 0.1828 1.0182 1.3476
C 1.5719 0.9281 0.7866
C 2.2355 2.0358 -0.2273
O 2.3838 -0.1019 1.1548
H 3.7207 4.3481 3.7242
H 4.1768 6.1659 3.1671
H 3.6708 4.8506 1.8414
H 1.7664 6.2079 4.2005
H 1.5750 6.4500 2.3356
H 0.3327 5.8166 0.6510
H -1.6387 7.5159 0.1978
H -4.7044 6.6758 2.8035
H -5.8243 4.7654 2.6465
H -5.8577 3.0462 3.4191
H -5.5748 2.0222 0.7318
H -8.4008 2.1597 0.7667
H -7.6242 1.5877 2.3958
H -8.2816 3.3878 2.2013
H -3.7485 1.4284 3.6578
H -0.4803 1.7826 4.7987
H -1.5323 0.4573 3.9682
H 0.6251 -0.3105 3.0758
H 1.3594 1.4437 3.0773
H 1.5521 2.2420 -1.1584
H 3.2530 1.5877 -0.6617
H 2.5597 3.0445 0.3199
O 6.9041 1.5521 3.1791
S 7.7114 0.3515 3.1682
O 8.5504 0.0010 2.0414
O 6.7674 -0.9263 3.5351
C 5.5990 -1.1544 2.7606
C 5.9371 -1.7640 1.4129
C 8.7081 0.3241 4.6356
H 5.0228 -0.2308 2.6447
H 4.9743 -1.8565 3.3228
H 6.4878 -1.0550 0.7872
H 5.0274 -2.0495 0.8775
H 6.5718 -2.6476 1.5349
H 8.0761 0.5445 5.4981
H 9.4812 1.0885 4.5322
H 9.1698 -0.6604 4.7320
O 4.9179 -4.3847 -3.6885
S 5.0469 -2.9562 -3.8777
O 5.7000 -2.1086 -2.9022
O 3.5795 -2.3307 -4.2153
C 2.5103 -2.5774 -3.3137
C 2.6187 -1.7092 -2.0739
C 5.7888 -2.6579 -5.4614
H 2.4600 -3.6390 -3.0511
H 1.5830 -2.3308 -3.8415
H 3.4897 -1.9882 -1.4730
H 1.7291 -1.8158 -1.4471
H 2.7389 -0.6559 -2.3470
H 5.2748 -3.2601 -6.2132
H 6.8395 -2.9496 -5.4016
H 5.7114 -1.5942 -5.6942
O -10.4196 0.9009 1.3799
S -11.0331 -0.3536 1.7579
O -11.0633 -1.4931 0.8650
O -12.5472 -0.0652 2.2896
C -13.4418 0.6446 1.4451
C -13.9772 -0.2407 0.3352
C -10.3462 -0.8774 3.3075
H -12.9644 1.5428 1.0404
H -14.2771 0.9765 2.0706
H -13.1824 -0.5211 -0.3627
H -14.7560 0.2767 -0.2317
H -14.3900 -1.1686 0.7440
H -10.3585 -0.0364 4.0036
H -9.3185 -1.2007 3.1284
H -10.9360 -1.7113 3.6928
O 5.6489 -5.5308 -6.9317
S 6.4561 -6.7314 -6.9427
O 7.2952 -7.0820 -8.0694
O 5.5122 -8.0092 -6.5757
C 4.3438 -8.2373 -7.3502
C 4.6818 -8.8470 -8.6979
C 7.4528 -6.7589 -5.4752
H 3.7676 -7.3137 -7.4661
H 3.7190 -8.9394 -6.7881
H 5.2326 -8.1379 -9.3236
H 3.7722 -9.1325 -9.2333
H 5.3165 -9.7306 -8.5759
H 6.8208 -6.5384 -4.6127
H 8.2260 -5.9944 -5.5787
H 7.9146 -7.7433 -5.3789

99
Properties=species:S:1:pos:R:3 method="wB97M-V/def2-TZVPD" homo_lumo_gap_ev=5.644 e_lumo_ha=0.0174 charge=-1
C -4.1184 -0.2861 -1.9681
C -2.8292 0.1923 -2.8402
O -2.7015 1.6328 -2.8862
B -1.6982 2.0889 -3.8221
O -1.7946 3.4744 -4.2414
Nb 0.0659 0.8630 -4.6791
C -0.4527 1.5069 -6.8063
C -0.9439 0.3328 -7.7518
O -2.0125 -0.2812 -7.5733
I 0.3839 -0.1243 -9.4631
C 1.7750 -0.5224 -5.3313
C 1.6864 -1.9127 -4.5007
O 2.4785 -2.9730 -5.1384
C 2.2231 -1.7911 -2.9901
F 3.1521 -2.8062 -2.6249
F 1.0997 -1.9902 -2.1153
F 2.7741 -0.5436 -2.6483
C 1.4980 2.6017 -4.3500
C 1.7861 3.2428 -2.9399
C 2.7802 4.4074 -2.9247
N 3.4735 5.0510 -3.9706
C 3.2561 4.5172 -5.2621
C 2.3249 3.3233 -5.4644
H -4.3735 -1.3455 -2.3302
H -5.0040 0.4197 -2.0752
H -3.7610 -0.4076 -0.8866
H -3.0121 -0.2268 -3.8909
H -1.9272 -0.3120 -2.3304
H -2.7251 3.7473 -4.0820
H 0.3734 0.2960 -2.9696
H -1.0555 -0.5750 -4.9289
H -1.3456 2.2360 -6.7156
H 0.3687 2.0756 -7.3551
H 2.7913 -0.0260 -5.1651
H 1.6038 -0.8392 -6.4285
H 0.6008 -2.2865 -4.4348
H 2.2530 -3.8323 -4.7214
H 1.3059 2.8366 -1.9883
H 2.9973 4.8301 -1.8761
H 3.7974 4.9990 -6.1456
H 2.2228 2.9192 -6.5328
O 1.8238 2.5029 0.4726
P 1.5373 2.8131 1.9513
N 2.8231 3.9573 2.0864
C 3.5990 4.2545 3.2759
C 2.5565 5.2191 1.3921
N 2.0845 1.2418 2.4461
C 3.5030 0.9709 2.6279
C 1.5008 0.1428 1.6655
N 1.0944 3.1676 3.6437
C 0.9640 2.1349 4.6719
C -0.1533 3.9582 3.6491
H 3.0568 4.8863 3.9915
H 4.5190 4.7852 3.0054
H 3.9288 3.3663 3.8107
H 1.8792 5.8580 1.9707
H 2.0960 5.0418 0.4143
H 3.4816 5.7715 1.2024
H 4.1136 1.3228 1.7935
H 3.6864 -0.1055 2.7475
H 3.8673 1.4013 3.5630
H 2.0206 -0.0009 0.7124
H 0.4455 0.3370 1.4496
H 1.5458 -0.7979 2.2239
H 0.2639 1.3464 4.3816
H 0.5970 2.5736 5.6131
H 1.9276 1.6958 4.9222
H -1.0119 3.3438 3.3498
H -0.0814 4.7985 2.9519
H -0.3509 4.3845 4.6353
O -2.8768 -3.0614 1.2588
P -2.2971 -3.2866 2.6664
N -1.4396 -4.7085 2.1959
C -1.1330 -5.8537 3.0325
C -0.2697 -4.4337 1.3563
N -3.8558 -3.7144 3.3043
C -4.3848 -5.0592 3.1333
C -4.9151 -2.7569 2.9663
N -1.5944 -3.4770 4.2959
C -2.3999 -3.5303 5.5162
C -0.5651 -2.4350 4.4901
H -0.3006 -5.6662 3.7231
H -0.8532 -6.7124 2.4116
H -1.9783 -6.1947 3.6268
H 0.5765 -4.0778 1.9548
H -0.4936 -3.6689 0.6050
H 0.0422 -5.3257 0.8053
H -4.2989 -5.4226 2.1067
H -5.4448 -5.1050 3.4181
H -3.9022 -5.7598 3.8174
H -5.3079 -2.9231 1.9572
H -4.5426 -1.7293 3.0188
H -5.7465 -2.8331 3.6740
H -3.0564 -2.6618 5.6184
H -1.7501 -3.5605 6.4047
H -2.9895 -4.4435 5.5668
H -1.0218 -1.4423 4.5919
H 0.1200 -2.4046 3.6374
H 0.0436 -2.6359 5.3747

| no. | F_max (eV/Å) | M (g mol⁻¹) |
| --- | --- | --- |
| 1 | 5.0 | 461.67 |
| 2 | 11.5 | 499.69 |
| 3 | 2.2 | 758.01 |
| 4 | 9.1 | 880.20 |
| 5 | 8.2 | 886.30 |